Entry 1:
C17H38Cl4InLiMgN2O7 as an isolated structure, computed with ωB97M-V with the def2-TZVPD basis set.

Output
* frontier orbital gap: 6.02 eV
* HOMO: -0.25184 hartree
* 2S+1: 1

XYZ file:
```
71
Properties=species:S:1:pos:R:3:forces:R:3
C 2.915265 -0.309557 -2.014826 0.16 0.05 0.02
C 2.986746 -1.501688 -2.968616 -0.29 0.27 0.08
C 1.771181 -2.428615 -2.875852 0.18 -0.11 -0.07
C 0.448258 -1.693959 -3.132279 -0.15 -0.55 0.02
In 1.604568 -3.539506 -0.987676 -0.57 0.23 -0.08
C 2.803328 -5.453067 -1.318308 0.33 0.79 -0.61
N 4.222560 -5.042046 -1.667160 -0.10 0.39 0.47
H 3.852191 0.252618 -2.021851 -0.01 0.02 -0.01
H 2.734595 -0.633190 -0.986273 -0.03 -0.03 0.00
H 2.121579 0.383106 -2.297341 -0.07 -0.05 0.03
H 3.043389 -1.103478 -3.991722 0.14 -0.03 -0.01
H 3.919684 -2.046111 -2.782826 -0.01 -0.07 -0.06
H 1.874266 -3.185461 -3.663412 0.07 0.00 0.00
H 0.018351 -1.253670 -2.231532 0.11 0.35 -0.11
H 0.522949 -0.944564 -3.927544 0.05 0.13 0.11
H -0.297328 -2.423680 -3.459586 -0.04 0.04 -0.01
H -0.089864 -3.870359 -0.647048 0.06 -0.19 0.14
H 2.331512 -2.751115 0.430016 0.21 -0.23 0.04
H 2.411503 -6.024327 -2.158062 -0.07 -0.20 0.16
H 2.863974 -6.104048 -0.440026 -0.22 -0.61 -0.45
H 4.279127 -4.868285 -2.661838 0.17 -0.31 -0.05
H 4.376867 -4.116183 -1.269018 0.00 0.11 -0.16
C 0.159094 -0.251829 5.558452 0.06 -0.02 0.02
O 0.958263 -0.969418 4.644433 -0.09 0.10 0.02
C 0.348427 -1.200916 3.378085 0.06 -0.23 -0.10
C 1.008407 -0.394371 2.285275 0.03 0.15 0.02
N 0.726492 1.029742 2.412660 0.09 0.00 0.05
C 1.533975 1.874209 1.532724 -0.19 0.07 0.20
C 3.044322 1.885979 1.725410 0.10 0.05 -0.25
O 3.481735 2.473025 2.938207 -0.05 -0.06 0.04
C 3.482328 1.618357 4.063330 0.08 0.11 0.04
H 0.656933 -0.292921 6.526168 0.01 0.00 -0.01
H 0.044021 0.800559 5.273687 -0.07 -0.01 -0.01
H -0.835165 -0.699699 5.656639 -0.01 0.03 0.00
H -0.727112 -1.001372 3.419322 0.02 0.08 0.03
H 0.483874 -2.261587 3.147929 -0.02 0.00 0.00
H 0.636165 -0.741309 1.316857 0.05 -0.02 -0.02
H 2.084831 -0.608001 2.323966 -0.03 -0.14 -0.07
H 0.889721 1.314653 3.369933 -0.02 -0.01 0.01
H 1.182172 2.900680 1.673879 0.04 0.03 -0.08
H 1.311451 1.600868 0.499016 0.10 -0.05 -0.01
H 3.460100 2.511443 0.931443 0.01 0.00 0.01
H 3.488734 0.891006 1.598107 -0.06 -0.04 0.11
H 3.702068 0.583149 3.786719 -0.05 -0.01 0.00
H 2.531768 1.650741 4.604709 -0.01 -0.10 -0.02
H 4.259434 1.971292 4.741973 0.02 0.00 -0.02
Li 4.612383 -6.068154 -0.106793 0.15 -0.18 -0.08
O -0.178515 2.598511 -1.098908 -0.75 0.11 -0.77
C -1.032197 2.965125 -0.324054 3.13 -0.34 3.29
C -2.764330 3.252102 -1.586716 -3.27 0.47 -3.20
O -3.615468 3.666007 -0.823887 0.75 -0.18 0.72
H -0.962907 3.966462 0.150191 -0.61 0.47 -0.97
H -1.454512 2.275694 0.433639 -0.79 -0.41 -0.86
H -2.822981 2.236974 -2.018622 0.69 -0.26 1.04
H -2.347968 3.941201 -2.351912 0.84 0.29 0.76
C -5.680036 -1.333524 -1.944849 -0.15 0.03 0.03
C -6.130427 -0.079005 -2.673434 -0.12 -0.11 0.02
O -4.939804 0.712681 -2.667810 -0.03 -0.01 -0.02
C -3.876706 -0.115812 -2.536256 0.07 -0.04 -0.01
O -2.744247 0.223713 -2.659894 -0.03 -0.11 -0.05
O -4.281338 -1.369588 -2.243347 -0.04 -0.01 0.00
H -6.165117 -2.239328 -2.297061 0.14 -0.05 -0.08
H -5.805353 -1.255250 -0.863934 0.01 0.04 0.00
H -6.414860 -0.277471 -3.708034 0.03 -0.02 -0.01
H -6.938331 0.448669 -2.174666 0.10 0.11 0.06
C -5.452543 7.207355 -0.073508 0.00 -0.01 -0.01
Cl -6.416898 6.973915 1.389928 -0.01 0.00 0.01
Cl -3.745434 6.993095 0.308034 0.02 0.00 0.00
Cl -5.944346 6.034834 -1.293660 -0.01 0.00 -0.02
Cl -5.715111 8.844868 -0.690418 -0.01 0.01 0.00
Mg 2.190307 -5.630168 1.519827 -0.12 0.24 0.73
```
Forces are in eV/Å.


Entry 2:
A 4-piece molecular cluster, C17H39BO13P overall, computed with ωB97M-V with the def2-TZVPD basis set.

Output
* frontier orbital gap: 7.11 eV
* HOMO: -0.44019 hartree
* charge: +1
* 2S+1: 1

XYZ file:
```
71
Properties=species:S:1:pos:R:3:forces:R:3
C -1.324694 -6.295641 -3.720008 -0.21 -0.51 -0.50
B -2.332065 -5.160037 -4.399025 -0.26 -3.78 -2.37
O -3.160690 -5.599957 -5.564440 0.25 0.48 4.21
P -2.445234 -3.359909 -3.664650 0.30 0.65 0.77
C -4.171629 -3.051780 -2.905527 -1.16 1.12 1.71
O -5.061498 -2.193286 -3.702088 0.32 -2.93 0.38
C -6.007997 -2.968053 -4.519156 -1.46 0.96 -1.98
O -6.942970 -3.813676 -3.758503 3.14 -0.73 -1.50
C -6.670981 -5.229154 -4.114657 -0.82 -1.13 0.63
C -7.099345 -6.295348 -2.909641 1.53 0.74 -0.72
O -6.849739 -7.653106 -3.489670 0.51 2.38 -1.07
H -0.243268 -5.892392 -3.494162 -2.20 -0.77 -0.15
H -1.221248 -7.158138 -4.526955 -0.17 1.79 1.68
H -1.812865 -6.809847 -2.768688 1.16 1.21 -1.72
H -3.712766 -6.395389 -5.239203 1.58 1.36 -1.06
H -1.985107 -2.341701 -4.573922 -0.48 -0.49 0.60
H -1.489092 -3.358546 -2.548665 -0.94 0.15 -1.06
H -3.983691 -2.470916 -1.879685 -0.18 -1.19 -2.29
H -4.618036 -4.090971 -2.605474 0.68 1.87 -0.78
H -5.440412 -3.549455 -5.392967 -1.03 0.86 2.16
H -6.682878 -2.165145 -5.089606 1.68 -1.51 1.60
H -7.319927 -5.473731 -5.065570 1.50 0.30 1.70
H -5.507921 -5.430163 -4.293080 -2.47 0.59 0.16
H -6.295564 -6.149530 -2.041647 -2.06 -0.22 -1.54
H -8.201642 -6.141803 -2.546898 2.23 -0.53 -0.78
H -6.344831 -7.495158 -4.363684 -1.34 -0.51 2.05
C 0.523630 0.064627 0.865389 -0.06 0.16 -0.27
C -0.524063 -0.562208 1.769434 0.74 -0.26 -0.07
O -1.713868 0.235807 1.814038 -1.07 -0.11 -0.96
C -2.511063 0.164415 0.720533 0.26 0.29 0.25
O -2.306493 -0.513347 -0.276474 -0.38 0.50 0.99
O -3.563266 0.999095 0.908771 0.99 -0.89 -0.10
C -4.424624 1.103806 -0.222909 -0.42 0.16 -0.37
H 0.725752 1.097104 1.168951 0.04 -0.20 0.09
H 1.455980 -0.506018 0.900237 -0.10 0.09 0.08
H 0.184571 0.101418 -0.174214 0.02 -0.11 0.15
H -0.135363 -0.606514 2.792655 -0.38 0.16 -0.13
H -0.758806 -1.589887 1.468827 -0.11 0.24 -0.06
H -4.771579 0.119499 -0.552425 0.17 0.15 0.02
H -3.908676 1.623416 -1.035687 -0.06 -0.20 0.05
H -5.296768 1.696029 0.067771 0.33 -0.11 0.19
C 7.581008 1.303789 -1.187560 0.09 0.23 0.25
C 6.177560 0.754704 -1.379185 0.48 0.14 -0.54
O 5.498674 0.619255 -0.124107 -0.66 0.66 0.52
C 5.049550 1.772034 0.428846 0.36 0.64 -0.27
O 5.168301 2.892463 -0.046307 -0.31 -1.74 0.70
O 4.470134 1.473249 1.618073 0.36 -0.02 -1.00
C 4.053734 2.618139 2.359315 -0.21 0.45 0.36
H 8.140922 0.688671 -0.475424 -0.08 -0.05 -0.20
H 8.120236 1.327660 -2.138765 -0.09 -0.06 0.10
H 7.561156 2.319301 -0.780832 -0.09 -0.12 -0.17
H 6.240806 -0.248956 -1.813581 -0.21 0.08 0.35
H 5.590988 1.369481 -2.071697 0.06 0.03 0.29
H 3.397049 3.260917 1.764825 0.28 -0.06 0.03
H 4.929312 3.175250 2.705432 -0.21 0.05 -0.19
H 3.495934 2.272017 3.233910 0.18 -0.21 -0.24
C 2.894217 8.377368 6.760511 0.32 -0.05 0.15
C 2.297533 7.436797 5.727469 -0.41 0.38 0.51
O 3.315701 6.874522 4.889832 0.62 -0.97 0.11
C 4.065948 5.896224 5.452356 -0.12 0.13 0.73
O 3.945366 5.459682 6.588192 0.16 0.52 -1.77
O 4.996403 5.503277 4.547313 -0.81 0.28 0.49
C 5.928327 4.551311 5.056115 0.39 -0.36 0.14
H 3.504767 9.145426 6.274377 -0.22 -0.04 -0.01
H 2.105801 8.863971 7.341670 0.06 -0.05 -0.12
H 3.550637 7.844394 7.454872 -0.21 -0.01 -0.09
H 1.626477 8.002458 5.071920 0.32 -0.24 -0.14
H 1.700341 6.645138 6.194618 0.29 0.03 -0.05
H 5.417915 3.681797 5.481840 0.05 0.25 0.07
H 6.572726 5.024678 5.802761 -0.18 -0.17 0.00
H 6.553203 4.210574 4.225883 -0.24 0.28 -0.01
```
Forces are in eV/Å.


Entry 3:
C17H39ClF5N4O13S2V as an isolated structure, computed with ωB97M-V with the def2-TZVPD basis set.

Output
* frontier orbital gap (alpha / beta): 4.23 / 6.16 eV
* HOMO (alpha / beta): -0.01158 / -0.08230 hartree
* charge: -2
* 2S+1: 3

XYZ file:
```
82
Properties=species:S:1:pos:R:3:forces:R:3
O -1.082645 0.059767 0.682247 0.21 -1.06 -1.23
V -1.476935 -1.210193 -0.354183 0.73 2.93 1.22
C 1.947065 -1.269883 -1.807823 -3.19 0.16 2.13
O 2.086235 -0.109053 -2.620473 0.78 -0.03 -1.16
O 0.641795 -1.261863 -1.290743 2.54 -1.16 -1.48
C 2.335375 -2.616733 -2.598753 -1.38 0.00 -1.23
F 3.507315 -2.512333 -3.324703 -0.39 -0.09 0.91
F 2.356425 -3.797773 -1.930343 0.78 1.24 0.45
F 1.385405 -2.867393 -3.544503 0.02 0.51 -0.17
C 3.371715 0.484937 -2.638833 -0.02 1.19 -2.16
C 3.312765 1.745697 -3.676553 -0.13 -0.49 1.94
H 4.290145 2.190467 -3.863673 0.28 -0.35 0.06
H 2.821555 1.598157 -4.638343 0.05 -0.73 0.17
H 2.753335 2.547767 -3.195063 -0.22 0.00 0.12
H 4.184205 -0.156013 -2.981093 -0.23 -0.54 -0.38
H 3.722835 0.759887 -1.644243 -0.40 0.58 0.28
H 2.690915 -1.099723 -1.029463 0.46 -0.62 0.56
N -1.208295 -2.742413 1.045657 1.83 -4.90 -0.37
S -1.793515 -3.003993 2.456267 -6.25 4.22 5.85
O -0.864595 -3.154713 3.538807 0.72 -0.91 -0.49
O -3.063965 -3.734033 2.658507 2.54 1.12 -1.29
F -2.183865 -1.458493 2.661017 -0.23 -1.12 0.20
S -0.518715 -4.343653 1.040987 1.13 -1.36 -2.78
O -1.441555 -5.462213 1.093947 0.65 1.45 -0.18
O 0.707965 -4.487563 1.753627 -0.11 0.35 -0.08
F -0.053175 -4.286583 -0.471083 -0.30 0.04 -0.08
Cl -3.956855 -0.757633 0.384977 -0.03 -0.51 -0.84
C -1.301805 1.735267 -1.900413 0.52 -0.51 -0.16
O -1.865405 0.387557 -1.921153 0.20 0.78 -1.93
C -2.121885 -0.172403 -3.248523 -0.23 0.02 0.50
C -2.906175 -1.487263 -3.155733 0.50 0.43 -0.23
N -2.321455 -2.469393 -2.230773 -0.89 0.73 0.93
C -3.260695 -3.548903 -1.903433 0.88 -1.16 -0.32
C -3.558335 -4.411383 -3.153763 -0.87 1.14 -0.03
O -4.479145 -3.751253 -4.028103 -0.67 -0.31 -0.38
C -4.613655 -4.349343 -5.320923 1.30 0.51 1.12
H -0.680715 1.855807 -1.012823 -0.40 -0.53 0.23
H -2.010755 2.562807 -1.926383 -0.76 -0.44 0.15
H -0.632175 1.942777 -2.735063 0.10 -0.59 -0.39
H -1.255875 -0.347633 -3.886823 0.85 0.19 0.66
H -2.744095 0.483187 -3.857743 -0.23 0.46 0.22
H -2.897625 -1.965953 -4.134953 -0.11 0.45 -0.46
H -3.945775 -1.226413 -2.957573 0.09 -0.51 0.69
H -1.485155 -2.859863 -2.640953 0.32 0.02 -0.05
H -4.058015 -3.186433 -1.254603 -0.32 0.16 -0.52
H -2.707265 -4.257273 -1.286973 0.12 0.02 0.36
H -3.967275 -5.403813 -2.964133 0.20 -0.20 0.43
H -2.584855 -4.480733 -3.639153 0.19 -0.40 -0.36
H -5.332815 -3.754083 -5.883583 0.01 -0.29 0.03
H -4.814685 -5.420393 -5.297563 -0.67 -0.12 0.23
H -3.619655 -4.305273 -5.766023 0.13 0.23 -0.64
C -0.206575 6.961087 3.954677 1.49 0.22 -0.25
O 0.142905 5.596167 3.839287 -0.52 -1.08 1.09
C 0.010205 4.628797 4.957337 0.42 0.09 -0.03
C 0.359075 3.164997 4.488767 0.39 0.96 1.20
N 1.750665 2.698057 4.799477 -0.65 1.14 0.03
C 2.788335 3.521687 4.233207 0.07 0.02 -0.75
C 2.714865 3.610937 2.691597 0.76 -1.44 -0.84
O 2.123575 2.399577 2.111087 -0.05 1.43 -0.60
C 2.038655 2.448547 0.659297 -0.40 -0.76 0.55
H 0.451715 7.505757 4.631497 -0.21 -0.19 1.04
H -1.242505 7.275287 4.082027 -0.24 -0.63 0.25
H 0.166885 7.434207 3.046497 -0.44 -0.32 -0.61
H -0.912965 4.681707 5.534447 -1.34 -0.16 -1.36
H 0.544695 4.884117 5.872337 1.70 0.42 -0.42
H 0.094945 3.067527 3.435767 -0.15 -0.18 0.03
H -0.206535 2.510567 5.152027 -0.59 -0.03 -0.55
H 1.849495 1.808677 4.331147 -0.18 -0.45 0.18
H 3.757465 3.134887 4.548287 0.01 -0.39 -0.15
H 2.796755 4.535557 4.633317 -0.43 0.17 0.07
H 3.734505 3.568457 2.308687 0.35 0.60 -0.05
H 2.244445 4.527957 2.336817 -0.43 -0.13 -0.04
H 1.686945 3.388197 0.233307 0.04 0.38 0.44
H 1.318935 1.695067 0.339347 -0.30 -0.11 0.37
H 2.946155 2.149877 0.134557 0.60 0.25 0.41
C 1.534625 -1.277323 2.059667 -0.30 -0.93 1.93
N 2.494295 -0.938663 3.210897 -0.82 0.73 -2.20
O 2.070815 -0.701703 4.317987 0.06 -0.28 0.33
O 3.623765 -0.740753 2.831907 1.45 -0.04 0.53
H 0.668005 -1.602513 2.635267 -0.43 0.61 -0.69
H 1.890865 -2.174693 1.553787 0.38 0.39 -0.13
H 1.459375 -0.386103 1.436647 -0.33 -0.28 0.18
```
Forces are in eV/Å.